Record 1
Here is a cluster of 2 separate species, C3H8N3 in total in a non-equilibrium geometry from the OMol25 dataset. Energies are from wB97M-V/def2-TZVPD.

For the relative energy (zero: lowest compared OMol25 entry of this formula, charge and spin), the calculation gives 5.502 eV. The HOMO energy (alpha / beta) comes out at -0.507 / -0.526 Ha. The value obtained for the calculated total energy is -282.9615 Eh. The frontier orbital gap (alpha / beta) is 0.348 / 0.299 Eh. The total charge is +1. Its LUMO energy (alpha / beta) is -4.3 / -6.2 eV.

```
14
Properties=species:S:1:pos:R:3:mulliken_charge:R:1
C -0.95 0.06 0.06 0.44
C 0.09 -1.04 0.10 -0.29
C 1.33 -0.35 0.43 -0.56
N -0.33 1.23 -0.09 -0.53
N -2.28 -0.01 0.11 -0.35
N 0.95 1.08 -0.05 0.02
H -0.34 -1.95 0.67 0.37
H -0.02 -1.32 -0.97 0.29
H 1.60 -0.17 1.45 0.32
H 2.29 -0.56 -0.04 0.29
H -2.61 -0.98 -0.17 0.29
H -2.88 0.82 0.18 0.29
H 1.48 1.82 0.34 0.34
H 1.68 1.37 -2.01 0.11
```



Record 2
Here is a structure of composition H5O3SSi2 in a non-equilibrium geometry from the OMol25 dataset. Energies are from wB97M-V/def2-TZVPD.

For the relative energy (zero: lowest compared OMol25 entry of this formula, charge and spin), the calculation gives 0.000 eV. The HOMO energy comes out at -0.164 Ha. The value obtained for the calculated total energy is -1205.9133 Eh. The frontier orbital gap is 0.267 Eh. The total charge is -1. Its LUMO energy is 2.8 eV.

```
11
Properties=species:S:1:pos:R:3:mulliken_charge:R:1
O -3.97 0.19 0.43 -0.68
O 1.63 0.66 0.32 -0.32
O -1.45 0.96 0.17 -0.08
Si 2.82 -0.43 0.56 0.32
Si -2.80 0.46 -0.56 0.31
S -0.13 0.01 -0.04 0.19
H 3.34 -0.92 -0.83 -0.08
H 2.08 -1.67 1.13 -0.15
H 3.52 0.03 1.84 -0.09
H -2.23 -0.68 -1.39 -0.23
H -2.81 1.39 -1.64 -0.17
```